[1]
Formula: C4H10N4O
Source: OMol25
Level of theory: ωB97M-V/def2-TZVPD

As for the net charge: 0. The calculation puts the LUMO energy (spin up / spin down) at 0.57 / 0.57 eV. For the energy above the lowest of the compared OMol25 structures with the same formula, charge and spin, the calculation gives 441.2 kJ/mol. The HOMO energy (spin up / spin down) is -8.1 / -8.1 eV. As for the spin multiplicity: 1. For the frontier orbital gap (spin up / spin down), the calculation gives 8.650 / 8.651 eV.

Cartesian coordinates (Å):
N -2.512 -0.267 -0.183
H 2.367 -1.235 1.296
C 0.842 0.042 -1.378
C 1.648 -1.061 -0.705
H -2.013 1.195 1.706
H 2.359 -1.596 -1.355
N 0.090 0.610 -0.251
H -2.032 2.591 0.549
C 0.574 0.046 0.932
H 0.927 -1.791 -0.342
H 1.508 0.882 -1.691
H 2.716 0.262 0.485
C 1.999 -0.473 0.607
O -0.003 0.062 2.066
N -2.059 1.628 0.768
N -1.895 0.914 -0.306
H -2.642 -0.594 0.822
H -2.084 -0.981 -0.698
H 0.210 -0.233 -2.320

---

[2]
Formula: C2H3BrClNO
Source: OMol25
Level of theory: ωB97M-V/def2-TZVPD

As for the net charge: 0. The calculation puts the LUMO energy at -0.38 eV. For the energy above the lowest of the compared OMol25 structures with the same formula, charge and spin, the calculation gives 289.9 kJ/mol. Its structure (SMILES) is CC(=O)N(Cl)Br. The HOMO energy is -9.2 eV. As for the spin multiplicity: 1. For the frontier orbital gap, the calculation gives 8.808 eV.

Cartesian coordinates (Å):
H 0.016 -0.686 -1.562
Br 2.387 1.447 0.716
Cl 1.151 -0.987 2.077
C -0.443 0.393 0.313
C -0.794 -0.239 -0.976
H -1.419 0.401 -1.637
N 1.236 -0.176 0.593
H -1.212 -1.207 -0.627
O -0.923 1.053 1.101

---

[3]
Formula: C10H30O5
Source: OMol25
Level of theory: ωB97M-V/def2-TZVPD

As for the net charge: 0. The calculation puts the LUMO energy at 0.57 eV. For the energy above the lowest of the compared OMol25 structures with the same formula, charge and spin, the calculation gives 46.2 kJ/mol. Its structure (SMILES) is CCO.CCO.CCO.CCO.CCO. The HOMO energy is -9.7 eV. As for the spin multiplicity: 1. For the frontier orbital gap, the calculation gives 10.285 eV.

Cartesian coordinates (Å):
H 0.647 -0.326 -3.352
H -0.111 0.964 -0.075
H 1.824 2.017 -6.457
H -1.571 4.828 0.465
H -1.177 -0.767 -0.921
H 0.942 -1.376 0.313
H 1.150 -2.276 2.495
C -1.911 3.053 -0.720
C 1.694 1.009 -6.063
C -1.580 3.740 0.587
O 3.471 -3.634 4.492
H -3.538 -1.947 2.162
H -2.336 2.063 -0.567
H 2.163 -4.404 3.124
H 2.145 -0.911 -0.935
H -1.795 -2.029 2.521
H -2.417 3.885 2.349
O 0.959 -0.331 -4.263
C 2.029 -2.263 3.143
C -2.552 -1.574 1.872
H 1.902 -1.457 3.867
H -3.186 0.422 1.333
H 0.900 0.524 -6.632
C 2.189 -3.591 3.855
H -0.552 3.474 0.879
C 0.411 0.359 -0.826
H 0.458 1.673 -4.432
C 1.310 1.002 -4.612
O -2.505 3.314 1.581
C -2.502 -0.073 2.021
H -1.496 0.315 1.853
H 0.849 1.091 -1.508
H -2.663 3.616 -1.288
H -1.060 3.021 -1.398
H -2.369 -2.871 0.435
H 2.607 0.432 -6.209
O -0.560 -0.392 -1.564
H 1.403 -3.743 4.596
H 2.076 -0.019 0.537
H 2.126 1.362 -3.972
H -2.785 0.203 3.038
C 1.442 -0.548 -0.181
H 2.909 -2.075 2.531
O -2.291 -1.916 0.507
H 3.351 -3.843 5.420

---

[4]
Formula: C3H22NO9
Source: OMol25
Level of theory: ωB97M-V/def2-TZVPD

As for the net charge: +1. The calculation puts the LUMO energy at -2.67 eV. For the energy above the lowest of the compared OMol25 structures with the same formula, charge and spin, the calculation gives 202.9 kJ/mol. The HOMO energy is -13.9 eV. As for the spin multiplicity: 1. For the frontier orbital gap, the calculation gives 11.232 eV.

Cartesian coordinates (Å):
H 1.064 4.359 0.410
H -0.287 0.222 2.659
O -3.225 -0.631 -0.518
H -0.269 -1.343 2.605
H 0.484 -2.689 0.955
H -0.160 -3.104 -3.698
H -0.412 0.342 -0.907
H -1.015 2.741 -0.650
O 3.050 -0.125 0.797
H 1.867 1.700 -1.676
C -0.531 -1.791 -0.822
H 0.856 2.955 -0.007
H -4.024 -0.990 -0.125
H 0.778 -0.395 -0.192
H -2.073 1.686 -1.003
O -0.340 -3.201 -2.745
C 0.300 -2.892 -0.109
H 2.249 1.337 -0.245
H 3.877 -0.004 1.280
O 0.077 -0.549 2.174
H -0.116 -3.902 -0.106
O 0.373 -1.055 -2.902
H 1.254 -3.027 -0.615
H -0.052 3.004 1.969
O 0.387 3.664 0.492
O -1.424 1.924 -0.335
H -1.600 -2.072 -0.748
C -0.049 -1.980 -2.264
O 1.477 1.552 -0.803
H 2.387 -0.161 1.508
H -0.170 2.553 3.556
H -3.331 0.170 -1.023
H -0.684 -0.268 0.716
N -0.253 -0.447 -0.281
O -0.466 2.415 2.655

---

[5]
Formula: C15H31HgS2SbSi3
Source: OMol25
Level of theory: ωB97M-V/def2-TZVPD

As for the net charge: -1. The calculation puts the LUMO energy (spin up / spin down) at 2.58 / 1.72 eV. For the energy above the lowest of the compared OMol25 structures with the same formula, charge and spin, the calculation gives 6.3 kJ/mol. The HOMO energy (spin up / spin down) is -3.4 / -4.1 eV. As for the spin multiplicity: 2. For the frontier orbital gap (spin up / spin down), the calculation gives 5.984 / 5.779 eV.

Cartesian coordinates (Å):
H -3.666 2.463 3.883
H 3.027 1.043 1.146
C 1.544 1.086 -7.216
H -4.234 -0.796 -1.111
C -2.029 -0.216 4.637
C -3.094 -2.008 1.668
H -2.227 -3.060 -1.205
H -3.951 0.622 -0.085
H 0.320 -2.214 3.546
H -3.986 1.272 2.615
C 2.011 -2.005 0.706
C 1.666 1.494 -5.851
H -1.141 -0.754 4.967
H -3.111 2.753 2.224
C -0.469 2.324 4.237
H -0.704 -3.014 -0.305
S 3.315 1.996 -3.675
C 2.817 0.567 2.108
C -3.248 1.987 2.991
H -3.696 -1.321 2.267
C 3.923 0.799 -7.421
C 4.088 1.173 -6.120
S 0.253 1.902 -4.998
Si -1.622 1.113 3.368
C 1.173 -1.531 3.572
H 1.261 -2.784 0.566
Si -2.191 -1.101 0.289
C -1.439 -2.401 -0.828
H -2.397 -2.518 2.337
H 2.925 -2.474 1.082
H 0.994 -0.797 4.362
H 0.428 1.807 4.592
H 5.077 1.210 -5.681
H 2.066 -2.105 3.839
C -3.462 -0.137 -0.702
H 0.546 1.055 -7.633
H -2.479 0.266 5.510
H 4.784 0.534 -8.023
H -0.938 -1.935 -1.680
H -0.952 2.791 5.100
H 3.738 0.098 2.467
H -3.764 -2.757 1.234
H 2.487 0.454 -9.013
H -2.739 -0.948 4.251
H -0.146 3.113 3.554
H 2.222 -1.567 -0.272
C 2.624 0.754 -7.980
Si 1.438 -0.691 1.910
Hg 0.940 0.501 -2.292
H 2.537 1.354 2.814
H -2.972 0.375 -1.534
C 2.991 1.538 -5.280
Sb -0.540 0.691 1.063

---

[6]
Formula: C15H30N2O5S2
Source: OMol25
Level of theory: ωB97M-V/def2-TZVPD

As for the net charge: +1. The calculation puts the LUMO energy (spin up / spin down) at -5.52 / -5.52 eV. The HOMO energy (spin up / spin down) is -10.7 / -11.8 eV. As for the spin multiplicity: 2. For the frontier orbital gap (spin up / spin down), the calculation gives 5.200 / 6.237 eV.

Cartesian coordinates (Å):
H 5.121 -2.720 0.725
O -0.177 -2.491 4.131
C -1.731 3.029 -0.660
C 2.251 -2.617 2.183
H -2.125 4.710 -2.044
H -0.556 3.436 1.118
C -1.025 -1.167 1.989
N -0.585 2.374 -1.359
H 0.007 3.350 -4.525
C -3.041 2.330 -1.016
H 4.363 -3.972 1.645
C -3.255 2.208 -2.523
H -1.468 3.980 -3.841
H -1.917 -0.604 2.225
H 5.579 -3.170 3.460
O 3.275 -2.226 1.340
H 6.073 -1.748 2.554
H 0.070 4.206 -3.004
H -0.147 -0.576 2.196
O -2.361 -3.057 3.216
C -1.820 4.522 -1.019
O -0.252 1.279 -0.763
H 1.387 1.628 -3.044
C 0.087 -6.503 1.857
S -0.132 -4.068 1.602
O -0.538 -5.477 2.385
H -2.303 3.538 1.345
C 5.235 -2.365 2.829
H -3.439 3.190 -2.964
S -1.026 -2.630 3.001
H -4.154 1.620 -2.716
H -1.068 -1.467 0.947
H -2.562 5.006 -0.385
H 0.310 0.232 -2.919
N 0.646 -7.421 1.413
H -3.052 1.327 -0.574
H 1.538 -1.808 2.196
H -2.179 1.554 -4.274
H 1.991 -4.770 2.312
C 0.405 1.239 -3.319
H 0.359 1.165 -4.404
C -1.510 2.983 0.847
C 4.511 -2.897 1.597
H 2.002 -4.198 0.667
H 2.600 -2.775 3.196
H 4.549 -1.752 3.402
H -0.865 5.019 -0.850
H -2.049 0.478 -2.900
H -1.527 1.965 1.236
C -0.523 3.503 -3.587
C -0.707 2.162 -2.834
C 1.661 -3.964 1.664
C -2.057 1.535 -3.190
H -3.870 2.876 -0.563

---

Which value of net charge does entry 6 give? +1